No. 1
C32H35BrN8Ru as an isolated structure. Source: the Open Molecules 2025 dataset; level of theory: the ωB97M-V functional and the def2-TZVPD basis.

XYZ file:
```
77
Properties=species:S:1:pos:R:3:forces:R:3:lowdin_spin:R:1
Ru -0.3482 0.4773 0.1211 -0.893 0.211 0.038 0.718
Br 1.8834 1.9000 0.0253 0.567 0.400 -0.029 0.099
N -0.7924 1.8627 1.8075 -0.031 -0.052 -0.193 -0.009
N -0.2997 -2.2185 3.4132 0.036 -0.045 -0.001 0.000
N -0.6529 1.8506 -1.8763 0.118 -0.087 0.109 0.000
N 0.0476 -1.2514 -1.2754 0.125 0.403 0.096 0.000
N 1.9228 -0.8666 0.9513 0.004 -0.287 0.072 0.038
N 1.4890 -2.6630 -2.1973 -0.065 -0.007 -0.010 0.000
N -2.2808 0.8047 -0.0442 -0.004 -0.585 -0.009 0.085
N -0.6546 -1.0625 1.5661 0.021 0.037 -0.018 -0.001
C -1.6780 -1.4462 -3.1519 -0.075 -0.045 0.015 0.000
C 0.4622 -2.5377 -3.1167 0.042 -0.026 0.054 0.000
C -2.1522 1.4889 2.2017 -0.018 -0.047 -0.092 0.011
C -2.4230 1.6041 -3.6087 -0.016 0.036 -0.012 -0.001
C -1.8069 -1.8163 1.8421 0.016 0.038 0.013 0.001
C 0.1446 1.8243 2.9467 0.026 -0.024 -0.014 0.000
C -3.9000 -2.9091 1.6227 -0.022 0.016 -0.018 0.000
C -4.0068 1.5018 3.7166 0.052 0.012 0.051 0.014
C -4.0763 0.4163 -1.7315 0.022 0.101 0.063 0.006
C -0.6562 3.3321 -1.7753 0.000 -0.008 -0.042 0.000
C -2.6444 1.6540 3.4790 -0.028 0.036 0.006 -0.002
C -2.9755 1.1071 1.1315 0.106 0.053 0.092 0.002
C 1.9756 -2.0550 0.1379 -0.009 0.074 0.050 0.002
C -0.8874 3.2904 1.3839 0.027 -0.039 0.044 0.000
C 1.1788 -1.9112 -1.1224 -0.018 -0.119 0.011 0.002
C -4.3504 1.0730 1.3661 0.111 -0.089 -0.020 0.014
C 0.2243 -1.3947 2.4851 0.054 0.016 0.009 0.001
C -1.8941 -2.0433 -4.3775 0.051 -0.039 0.002 0.000
C 0.2631 -3.1376 -4.3528 -0.015 0.005 -0.039 0.000
C -2.8225 0.8852 -1.3334 0.023 0.291 0.024 0.006
C 1.6792 -1.0559 2.3624 -0.024 -0.006 -0.067 0.002
C -4.8485 1.2603 2.6503 -0.058 -0.015 -0.047 -0.002
C -3.6897 1.1749 -3.9825 0.050 0.045 -0.042 0.005
C -0.9329 -2.8635 -4.9840 0.026 0.020 0.021 0.000
C -2.5464 -3.3740 3.5790 0.036 0.009 0.005 0.000
C 0.3834 1.4973 -2.8730 0.079 0.033 -0.021 0.000
C -1.9813 1.4350 -2.3100 -0.082 0.142 0.107 0.007
C -2.9624 -2.0460 1.0963 0.021 0.103 0.094 0.000
C -4.5025 0.5667 -3.0454 -0.058 -0.021 0.060 0.000
C -0.4535 -1.6675 -2.5227 -0.173 -0.220 0.014 0.000
C -1.6005 -2.5148 3.0328 -0.030 -0.019 -0.052 0.000
C -3.7070 -3.5476 2.8563 -0.025 -0.025 0.003 0.000
H 0.0810 3.6231 1.0210 -0.022 -0.009 0.006 0.000
H 1.0002 -3.7979 -4.7892 -0.004 -0.003 -0.003 0.000
H -1.9918 1.9349 4.2932 0.008 -0.005 0.007 0.000
H -5.0497 0.8841 0.5742 -0.061 -0.059 -0.135 0.001
H 0.2106 -2.6348 4.1738 0.002 -0.008 -0.003 0.000
H -0.0779 2.6309 3.6470 0.003 0.014 -0.003 0.000
H -2.8402 -1.8811 -4.8763 -0.004 0.004 -0.004 0.000
H -1.7784 2.0555 -4.3499 0.009 -0.001 -0.002 0.000
H -4.8067 -3.1084 1.0672 0.007 0.001 -0.007 0.000
H 2.6460 -0.1916 0.7480 -0.015 -0.001 0.008 0.000
H 0.2395 3.6628 -1.2552 -0.005 -0.014 -0.023 0.000
H 1.9252 -0.1346 2.8890 0.015 -0.005 -0.034 0.000
H -2.4544 -0.8547 -2.6904 0.201 -0.303 -0.167 0.000
H -4.4718 -4.2131 3.2328 -0.003 0.005 0.002 0.000
H -5.4756 0.1901 -3.3320 -0.005 -0.002 0.006 0.000
H 1.3476 1.8150 -2.4868 -0.039 -0.020 -0.026 0.000
H -0.6699 3.7666 -2.7789 -0.010 -0.020 -0.009 0.000
H 2.2985 -3.2550 -2.2752 -0.003 0.002 -0.011 0.000
H 2.2727 -1.8614 2.8170 -0.012 0.016 0.013 0.001
H -5.9170 1.1963 2.8093 -0.001 0.000 -0.007 0.000
H 2.9947 -2.3757 -0.1065 -0.003 0.049 0.006 0.001
H -2.3728 -3.8990 4.5084 0.004 0.003 0.007 0.000
H 0.0478 0.8818 3.4782 -0.012 -0.023 -0.015 0.000
H -3.0977 -1.5804 0.1339 -0.033 0.085 -0.076 0.000
H -1.5492 3.6672 -1.2570 0.028 -0.017 -0.032 0.000
H -4.3994 1.6130 4.7175 0.001 0.009 0.001 0.001
H 1.1530 1.9628 2.5658 -0.018 0.012 0.010 0.000
H -4.0240 1.2976 -5.0034 0.006 0.004 -0.007 0.000
H 0.3961 0.4277 -3.0455 0.003 0.053 -0.032 0.000
H -4.7062 -0.1220 -1.0448 -0.052 -0.006 0.128 0.000
H -1.1976 3.8916 2.2410 0.002 0.004 0.011 0.000
H 0.2049 2.0063 -3.8219 -0.005 0.023 -0.001 0.000
H -1.1412 -3.3051 -5.9487 0.000 -0.012 0.000 0.000
H 1.5142 -2.8830 0.6870 0.027 -0.030 -0.020 0.000
H -1.6396 3.3757 0.6087 0.026 -0.019 0.086 0.000
```
Positions in Å, forces in eV/Å.

Calculated values
Charge ... +1
Relative energy (zero: lowest compared OMol25 entry of this formula, charge and spin) ... 0.0 kcal/mol
Calculated total energy ... -118294.81598 eV
E_HOMO (spin up / spin down) ... -9.728 / -9.894 eV
Spin multiplicity ... 2
Expectation value of S² ... 0.755
HOMO-LUMO gap (spin up / spin down) ... 7.666 / 6.892 eV
LUMO level (spin up / spin down) ... -2.1 / -3.0 eV

No. 2
C32H35CrN4O4P2Se as an isolated structure at a distorted geometry. Source: the Open Molecules 2025 dataset; level of theory: the ωB97M-V functional and the def2-TZVPD basis.

XYZ file:
```
79
Properties=species:S:1:pos:R:3:forces:R:3:lowdin_spin:R:1
Se -1.6139 3.4615 0.2960 -0.075 0.069 -0.277 -0.012
Cr -0.8425 1.2029 -0.2986 -0.125 -0.012 0.315 0.984
P 4.1239 -1.6601 3.0385 0.134 0.060 0.070 0.000
P 1.6748 -2.2647 1.3415 -0.181 -0.194 -0.025 0.000
O 0.9899 1.7561 -0.4127 0.492 -0.146 0.549 0.012
O 2.9390 1.4194 0.6530 0.329 -0.003 0.178 0.001
O 1.3142 0.5444 2.8724 0.267 -0.046 0.280 0.000
O -0.4150 0.8030 1.4925 0.096 -0.035 -0.281 0.009
N -4.0848 3.3894 -1.4069 -0.002 -0.034 0.007 -0.003
N 0.0246 -0.6468 -1.0059 -0.012 0.015 -0.235 -0.003
N -2.7985 0.3752 -0.2224 -0.064 0.030 0.004 -0.001
N -1.3346 1.2662 -2.3800 0.176 -0.099 -0.129 0.000
C 2.4528 -6.2548 -0.8761 -0.021 0.024 0.080 0.000
C -0.2257 0.5749 -3.0897 -0.144 0.131 0.127 0.001
C 4.0471 -2.8300 5.6262 0.004 -0.003 0.050 0.000
C 2.4887 -3.8527 -0.7824 0.069 -0.021 -0.062 0.000
C 2.7219 -5.0366 -1.4782 0.025 0.029 0.053 0.000
C 5.3223 -3.9491 1.7954 -0.028 0.015 -0.004 0.000
C 2.4629 -2.4830 2.9904 -0.065 0.027 -0.003 0.000
C -0.7586 -1.8054 2.7410 -0.012 -0.020 0.017 0.000
C 4.6221 -3.3431 6.7847 -0.006 0.022 -0.071 0.000
C 6.7971 -3.1083 5.8038 -0.058 0.000 -0.006 0.000
C -2.6817 0.6922 -2.6404 0.118 0.026 0.018 0.003
C 5.3369 -1.8800 0.5703 0.007 -0.036 -0.092 0.000
C -2.3339 -3.1156 0.8661 0.064 0.016 0.052 0.000
C 5.9953 -2.5103 -0.4845 -0.059 0.002 0.097 0.000
C 6.3195 -3.8548 -0.3918 -0.043 -0.029 0.037 0.000
C 1.7070 -5.1073 1.1048 0.012 -0.015 -0.006 0.000
C -0.9474 -3.1377 0.7604 -0.067 -0.147 0.101 0.000
C -0.1318 -2.4807 1.6924 -0.040 0.066 0.028 0.000
C 4.8359 -2.4547 4.5407 -0.050 -0.077 -0.072 0.000
C 4.9966 -2.5923 1.7177 0.014 -0.059 -0.009 0.000
C 1.9775 -3.8729 0.5100 0.175 -0.031 0.069 0.000
C 5.9972 -3.4895 6.8752 0.002 0.021 -0.035 0.000
C -3.1408 3.4655 -0.7421 0.115 0.006 0.130 -0.002
C 6.2217 -2.5934 4.6527 0.014 0.037 0.000 0.000
C -3.1221 -0.2449 -1.5237 0.054 0.130 0.174 0.002
C -2.1436 -1.7933 2.8575 0.034 -0.033 0.004 0.000
C 1.7427 1.3994 0.6277 -0.663 0.285 -0.787 0.004
C 5.9800 -4.5772 0.7509 -0.044 0.058 -0.079 0.000
C 1.9463 -6.2890 0.4221 0.003 0.050 -0.059 0.000
C -0.0438 -0.7990 -2.4783 -0.003 0.035 0.238 0.001
C 0.8681 0.8744 1.8083 -0.358 0.063 -0.186 0.005
C -2.9396 -2.4392 1.9202 0.039 -0.027 -0.008 0.000
H 1.7353 -7.2392 0.8973 0.006 0.017 -0.010 0.000
H 7.8732 -3.2125 5.8657 -0.011 0.001 -0.004 0.000
H 2.7330 -2.8997 -1.2410 -0.002 -0.020 0.010 0.000
H -2.9373 -3.6499 0.1408 0.018 0.013 0.012 0.000
H 1.2946 -5.1424 2.1080 0.018 -0.004 -0.027 0.000
H -3.4410 1.1387 -0.0236 -0.058 -0.016 -0.036 0.000
H 6.8388 -4.3456 -1.2065 -0.010 0.011 0.020 0.000
H 1.8488 -1.9384 3.7086 -0.064 -0.036 0.007 0.000
H -4.0189 -2.4295 2.0173 0.020 -0.013 0.005 0.000
H 0.8495 -1.2775 -2.8771 0.062 -0.020 -0.015 0.000
H 3.9893 -3.6291 7.6158 0.002 0.004 -0.011 0.000
H -2.8971 -0.2988 0.5350 0.067 -0.045 -0.008 0.001
H 2.9703 -2.7187 5.5822 0.017 -0.017 0.002 0.000
H 0.9919 -0.5644 -0.7034 0.044 -0.044 -0.042 0.000
H 2.6418 -7.1789 -1.4095 -0.011 0.032 0.023 0.000
H -0.4935 -3.7021 -0.0469 0.006 -0.002 -0.028 0.000
H 3.1320 -5.0032 -2.4802 -0.016 0.005 0.020 0.000
H -1.3400 2.2394 -2.6722 -0.032 0.000 0.032 0.000
H 0.6739 1.1690 -2.9333 0.020 0.030 0.005 0.000
H -0.3391 -1.4689 -0.5248 -0.041 0.114 -0.142 0.000
H -4.1900 -0.4391 -1.6223 -0.077 -0.028 -0.018 0.000
H -0.4257 0.5062 -4.1611 -0.024 -0.017 -0.044 0.000
H -3.3799 1.5222 -2.6966 -0.043 0.040 -0.004 0.000
H -2.6016 -1.2596 3.6817 0.021 -0.005 -0.026 0.000
H 6.2268 -5.6299 0.8218 0.003 0.029 -0.003 0.000
H 2.5052 -3.5380 3.2626 -0.011 -0.041 0.082 0.000
H 6.2624 -1.9449 -1.3690 -0.007 -0.006 0.013 0.000
H 5.0777 -0.8277 0.5057 0.029 -0.019 0.005 0.000
H -0.1702 -1.2333 3.4471 -0.023 -0.034 -0.021 0.000
H -2.6915 0.1710 -3.6005 -0.015 -0.019 -0.030 0.000
H -0.8872 -1.4399 -2.7278 -0.028 -0.051 -0.015 0.000
H 6.4450 -3.8934 7.7740 0.000 0.006 -0.004 0.000
H -2.6104 -1.2039 -1.5659 0.026 -0.033 0.016 0.000
H 6.8585 -2.2997 3.8251 -0.014 -0.011 0.013 0.000
H 5.0698 -4.5134 2.6877 0.000 0.028 -0.030 0.000
```
Positions in Å, forces in eV/Å.

Calculated values
Relative energy (zero: lowest compared OMol25 entry of this formula, charge and spin) ... 4.8 kcal/mol
Calculated total energy ... -160250.21505 eV
E_HOMO (spin up / spin down) ... -8.021 / -8.022 eV
Spin multiplicity ... 2
Expectation value of S² ... 0.756
HOMO-LUMO gap (spin up / spin down) ... 7.245 / 7.795 eV
LUMO level (spin up / spin down) ... -0.8 / -0.2 eV

No. 3
C32H35F5N7SSiV as an isolated structure at a distorted geometry. Source: the Open Molecules 2025 dataset; level of theory: the ωB97M-V functional and the def2-TZVPD basis.

XYZ file:
```
82
Properties=species:S:1:pos:R:3:forces:R:3:lowdin_spin:R:1
V 1.0185 0.0795 0.8096 1.138 -0.981 -0.460 1.626
S 2.7056 -0.0936 -0.7314 0.324 -0.119 -0.516 -0.001
Si 0.1191 -2.8566 -0.4661 0.130 -1.143 -0.247 0.002
F -0.0007 -0.3214 4.9725 0.073 -0.328 -0.135 0.000
F 2.8160 -4.3593 2.6368 -0.052 0.126 -0.029 0.000
F -1.0034 0.1564 2.5709 -0.383 -0.194 -0.450 0.004
F 3.0102 -1.8084 1.6391 -0.180 -0.471 0.339 0.003
F -0.2657 -2.8410 5.8441 0.099 0.128 -0.067 0.000
N 2.7163 2.1505 1.3494 -0.024 0.396 0.174 -0.004
N 0.1993 1.2729 -0.3345 0.109 0.986 -1.037 -0.169
N 0.4512 1.0479 -1.5982 -0.860 0.692 -1.232 0.088
N 2.0599 0.3953 -3.1709 0.227 0.128 -1.679 0.254
N 1.5622 0.1926 2.5618 0.308 0.895 1.336 0.001
N 1.4450 0.6807 -4.3113 1.008 0.112 0.451 0.181
N -0.2275 -1.3112 0.3146 0.954 -0.555 -0.205 -0.002
C -2.7534 3.3910 -0.9873 -0.014 0.054 0.031 0.004
C -3.9325 -1.1535 0.0531 -0.258 -0.035 -0.005 0.001
C -3.0111 3.8916 0.2788 0.028 0.036 0.106 -0.038
C 4.0670 1.6608 1.5998 0.032 -0.095 0.014 0.001
C 2.0603 -3.3773 3.1522 -0.142 -0.061 0.176 0.000
C 1.5852 0.4683 -1.9554 0.427 -0.349 1.677 -0.023
C -2.4800 0.8426 -5.7047 -0.055 -0.003 -0.059 0.044
C -0.3740 -3.0444 -2.3278 -0.059 0.395 0.697 0.001
C -1.6889 2.5412 -1.2025 0.225 -0.205 0.023 -0.033
C -0.8589 2.1520 -0.1387 -1.300 1.133 0.017 0.007
C -2.2236 0.2812 -4.4634 0.003 0.035 -0.108 -0.004
C 0.6570 -1.3041 4.3217 0.057 0.169 -0.281 -0.001
C -4.2827 -0.4765 1.2097 0.103 0.042 0.002 -0.002
C 1.2376 -3.6549 4.2340 0.022 0.387 -0.267 -0.002
C -2.6153 -1.4332 -0.2474 0.133 0.210 0.116 -0.002
C 1.4249 -1.0097 3.1705 -0.068 -1.792 1.210 0.003
C -0.1355 1.2455 -5.9936 0.235 -0.008 0.220 0.038
C -1.9612 -0.3175 1.7090 -0.074 -0.031 0.087 -0.001
C 2.1334 -2.1023 2.6303 0.305 0.345 0.171 0.000
C 1.6411 1.3571 3.4118 0.211 0.413 0.349 0.006
C 0.1298 0.7145 -4.7229 -1.307 0.062 -0.217 -0.002
C -1.4258 1.3119 -6.4765 -0.159 -0.044 0.068 -0.005
C 2.1038 2.5789 2.5975 -0.034 -0.085 0.088 0.001
C 2.7630 3.2436 0.3899 -0.032 0.072 -0.033 0.000
C -1.5476 -1.0277 0.5730 -1.209 0.115 0.333 0.007
C -1.1206 2.6787 1.1308 0.326 -0.264 -0.216 -0.029
C 0.5420 -2.6006 4.7990 0.166 -0.039 -0.046 0.000
C -3.2681 -0.0494 2.0466 0.111 -0.044 0.007 0.000
C -0.8468 -4.1576 0.5649 0.308 0.524 -0.504 0.000
C -2.1776 3.5460 1.3311 -0.100 0.064 0.002 0.005
C -0.9349 0.2069 -3.9736 0.299 -0.040 -0.012 0.036
C 1.9426 -3.4125 -0.5453 -0.505 0.351 0.220 0.000
H 3.2465 2.8949 -0.5248 -0.032 0.016 0.035 0.000
H 1.1472 -4.6521 4.6260 0.002 -0.150 0.056 0.000
H -2.3921 -1.9777 -1.1460 0.023 -0.080 -0.143 0.000
H -0.4995 2.3855 1.9629 -0.010 0.008 0.043 0.001
H 4.0335 0.8290 2.3009 -0.007 -0.030 0.035 0.000
H -0.7139 -5.1433 0.1328 0.050 -0.261 -0.133 0.000
H 3.3230 4.1078 0.7858 -0.018 -0.086 -0.095 0.000
H 2.3669 1.1462 4.2098 -0.143 0.065 0.000 0.000
H -2.3517 3.9615 2.3146 -0.011 -0.068 0.054 0.001
H 1.7497 3.5705 0.1469 0.029 -0.004 0.012 0.000
H -3.8542 4.5447 0.4444 -0.044 0.106 0.018 -0.002
H -0.4907 -4.1989 1.5916 0.166 0.106 0.145 0.000
H -3.4648 0.4761 2.9694 -0.006 0.078 0.043 0.000
H -4.7037 -1.4776 -0.6282 -0.100 -0.091 -0.086 0.000
H 0.6797 1.6199 -6.5970 0.128 0.041 -0.043 0.002
H -1.9122 -3.9524 0.6031 -0.178 0.048 -0.035 0.000
H 4.5013 1.2968 0.6695 0.023 0.070 0.043 0.000
H -1.6167 1.7368 -7.4534 0.045 -0.003 0.010 -0.001
H 2.2474 -3.9776 0.3271 0.029 -0.082 0.229 0.000
H -3.3804 3.6797 -1.8189 -0.050 -0.045 -0.052 0.001
H -3.4923 0.9055 -6.0714 -0.106 0.011 -0.053 0.003
H -0.7492 -0.2311 -3.0092 -0.055 -0.038 0.052 0.002
H -1.4871 2.1603 -2.1916 -0.015 -0.009 -0.005 -0.002
H -1.2993 -2.5676 -2.6369 -0.114 0.045 -0.055 0.000
H -3.0349 -0.0960 -3.8576 -0.068 -0.053 0.032 -0.001
H -5.3131 -0.2830 1.4631 -0.091 0.023 -0.037 0.000
H 2.0576 -4.0692 -1.4041 -0.172 -0.132 -0.177 0.000
H -0.4789 -4.1051 -2.5452 0.055 -0.212 0.063 0.000
H 2.8062 3.1757 3.2044 -0.125 0.008 -0.071 0.000
H 4.7075 2.4537 2.0188 -0.061 -0.033 -0.056 0.000
H 2.1271 0.8553 -5.0417 -0.175 -0.222 0.171 0.002
H 0.6823 1.5859 3.8973 0.200 -0.008 -0.045 0.001
H 1.2534 3.2219 2.3603 0.137 -0.031 -0.019 0.000
H 0.4130 -2.6618 -2.9743 0.187 0.095 -0.021 0.000
H 2.6370 -2.5889 -0.6794 -0.038 -0.066 -0.027 0.000
```
Positions in Å, forces in eV/Å.

Calculated values
Relative energy (zero: lowest compared OMol25 entry of this formula, charge and spin) ... 52.5 kcal/mol
Calculated total energy ... -102169.61564 eV
E_HOMO (spin up / spin down) ... -7.293 / -7.465 eV
Spin multiplicity ... 3
Expectation value of S² ... 2.319
HOMO-LUMO gap (spin up / spin down) ... 6.029 / 6.061 eV
LUMO level (spin up / spin down) ... -1.3 / -1.4 eV